Entry 1:
Formula: H20O10
Source: the Open Molecules 2025 dataset
Level of theory: ωB97M-V with the def2-TZVPD basis set

The geometry in XYZ format:
```
30
Properties=species:S:1:pos:R:3:forces:R:3:lowdin_charge:R:1
H 1.264973 -0.459932 0.162278 0.2 0.0 0.4 0.07
H -0.108195 -1.014698 -0.179316 0.0 -0.2 0.4 0.04
H -5.468738 -1.779644 -1.027799 0.0 0.0 0.1 0.03
H -4.268934 -1.110220 -0.377889 -0.1 0.1 0.1 0.02
H -2.344243 2.703808 0.911643 -0.5 -0.1 0.2 0.05
H -1.876080 1.373206 1.477650 -0.4 0.1 0.0 0.05
H 1.247676 0.567511 4.244311 0.0 0.0 -0.1 0.04
H 0.126713 0.267415 3.262768 0.2 -0.1 -0.1 0.02
H 0.064142 1.970748 -3.279173 -0.3 -0.1 0.2 0.00
H 0.267050 3.437025 -2.934353 -0.1 -0.1 -0.1 0.03
H 3.429355 2.136203 -1.757869 0.0 -0.1 -0.1 0.03
H 4.793205 2.043031 -2.422155 -0.1 -0.1 0.0 0.03
H 3.657876 -2.916100 1.474904 -0.1 0.1 0.1 0.04
H 3.662991 -1.865800 0.376321 0.1 0.0 0.1 0.03
H -0.494807 0.771081 0.018132 0.3 0.3 -0.1 -0.02
H -0.852319 2.243391 0.138666 0.5 -0.3 -0.5 0.05
H -0.935847 -3.646741 2.322966 0.1 0.0 0.1 0.03
H 0.301461 -4.193486 1.630016 0.0 0.1 0.1 0.03
H -1.630099 -0.380330 -2.060602 -0.1 0.1 -0.2 0.07
H -0.142707 -0.573982 -1.815233 0.1 0.0 -0.7 0.04
O 0.382165 -0.582664 0.529122 0.1 -0.5 0.1 -0.03
O -4.964149 -1.755546 -0.206947 0.1 0.0 -0.2 -0.06
O -2.469989 1.752596 0.820136 -4.3 0.8 3.8 -0.08
O 0.948680 0.763293 3.349180 -0.2 0.1 0.2 -0.06
O -0.130551 2.859938 -3.596072 0.3 0.1 0.0 -0.06
O 3.986387 1.538437 -2.269124 0.0 0.1 0.1 -0.06
O 3.274378 -2.064835 1.235597 0.1 -0.1 -0.2 -0.05
O -0.940769 1.485643 -0.450386 4.0 2.5 -1.2 -0.16
O 0.024693 -3.678297 2.396155 -0.1 -0.1 -0.1 -0.06
O -0.804319 0.108947 -1.972927 0.2 -2.5 -2.2 -0.06
```
Positions in Å, forces in eV/Å.

## Properties
Charge: 0
Energy above the lowest of the compared OMol25 structures with the same formula, charge and spin in kcal/mol: 158.73
2S+1: 1
Electronic energy in a.u.: -764.22896
SMILES string: O.O.O.O.O.O.O.O.O.O

Entry 2:
Formula: H20O10
Source: the Open Molecules 2025 dataset
Level of theory: ωB97M-V with the def2-TZVPD basis set

The geometry in XYZ format:
```
30
Properties=species:S:1:pos:R:3:forces:R:3:lowdin_charge:R:1
O -2.540200 0.662433 2.831533 -0.3 0.7 0.3 -0.08
H -2.368200 0.973433 1.921533 0.2 -1.1 0.7 0.01
H -2.427200 -0.294567 2.965533 0.3 0.6 -1.0 0.00
O 1.518800 -2.119567 -1.131467 -0.3 0.0 -0.1 -0.04
H 1.144800 -2.289567 -0.264467 -0.3 -0.4 0.1 0.05
H 1.924800 -1.273567 -0.938467 0.6 0.3 0.0 -0.02
O -2.777200 1.300433 -0.269467 0.4 0.0 -1.1 -0.03
H -3.612200 1.580433 0.052533 -1.3 0.3 1.6 0.03
H -2.995200 1.494433 -1.187467 0.8 -0.3 -0.6 0.05
O -1.557200 -1.967567 2.329533 1.0 0.3 -0.1 -0.03
H -2.270200 -2.485567 2.017533 -1.6 -1.0 0.0 0.03
H -1.064200 -1.895567 1.502533 0.5 0.6 0.3 0.05
O -0.254200 1.933433 -3.017467 0.7 -1.2 -1.2 -0.04
H -0.757200 2.549433 -2.514467 0.1 0.8 0.9 0.04
H 0.626800 1.729433 -2.641467 -1.0 1.2 0.3 0.02
O 0.021800 0.468433 0.562533 -2.7 -1.0 -0.1 -0.05
H -0.684200 0.349433 -0.134467 0.8 0.2 1.2 0.05
H 0.723800 0.803433 0.055533 1.7 0.7 -1.2 -0.03
O 3.535800 -0.529567 0.029533 -1.1 1.2 0.0 -0.02
H 3.359800 -0.112567 0.886533 0.2 -0.3 -0.1 0.09
H 4.315800 -1.046567 0.091533 1.1 -0.7 0.3 0.05
O 0.740800 -0.132567 3.287533 0.7 1.1 -0.8 -0.08
H 0.347800 0.563433 2.710533 0.1 -1.0 0.6 0.02
H 0.024800 -0.529567 3.763533 -0.7 -0.2 0.2 0.00
O 1.860800 0.927433 -1.568467 -0.7 1.1 0.4 -0.03
H 1.690800 0.383433 -2.317467 0.0 -1.1 -1.0 0.04
H 2.739800 0.726433 -1.278467 1.1 -0.3 0.3 0.03
O -0.658200 -0.808567 -2.701467 -1.7 -1.6 -0.8 -0.02
H 0.114800 -1.079567 -2.253467 1.4 -0.5 1.0 -0.04
H -0.726200 0.119433 -2.789467 0.2 1.7 -0.1 -0.04
```
Positions in Å, forces in eV/Å.

## Properties
Charge: 0
Energy above the lowest of the compared OMol25 structures with the same formula, charge and spin in kcal/mol: 67.82
2S+1: 1
Electronic energy in a.u.: -764.37385
SMILES string: O.O.O.O.O.O.O.O.O.O

Entry 3:
Formula: H20O10
Source: the Open Molecules 2025 dataset
Level of theory: ωB97M-V with the def2-TZVPD basis set

The geometry in XYZ format:
```
30
Properties=species:S:1:pos:R:3:forces:R:3:lowdin_charge:R:1
O 3.360304 0.072329 3.105252 0.1 -0.2 0.6 -0.07
H 3.687001 0.967962 3.077936 0.1 0.3 -0.1 0.02
H 2.963622 -0.108349 2.248607 0.0 0.1 -0.3 -0.03
O 0.201803 -2.833302 -1.452343 0.8 0.3 0.4 -0.05
H -0.339734 -2.239590 -0.913673 0.0 -0.1 -0.2 0.01
H -0.357809 -3.266361 -2.083911 -0.6 -0.2 -0.3 0.04
O -2.551607 0.887210 -2.182073 -2.1 -1.3 -4.6 0.00
H -2.278161 1.238013 -1.411122 1.5 1.4 4.1 -0.10
H -3.336409 1.406306 -2.434847 0.5 -0.5 0.1 0.06
O -0.522981 -2.633472 1.578073 0.6 0.9 0.0 -0.08
H -0.400242 -1.709645 1.233605 -0.5 -0.8 0.2 -0.01
H 0.127627 -2.695695 2.290792 -0.3 -0.1 0.0 0.03
O 1.460042 2.479997 -0.307574 2.5 -0.6 -0.9 -0.03
H 0.596638 2.802893 -0.222500 -1.9 0.7 0.3 -0.04
H 1.785820 2.754618 -1.187732 -0.3 -0.2 0.7 0.07
O -1.326225 2.208634 0.011756 0.9 0.6 -0.1 -0.04
H -2.204487 2.177827 0.364121 -1.2 -0.3 0.8 0.02
H -1.421826 2.685816 -0.808670 0.2 0.4 -0.5 0.07
O 1.798825 -0.590977 -2.558233 0.4 0.3 0.1 -0.08
H 1.665937 -0.174563 -1.688147 -0.2 -0.6 -0.5 0.00
H 1.495734 -1.511818 -2.509275 -0.2 0.4 0.5 0.01
O 2.305759 -0.993436 0.851488 0.2 -1.2 -0.2 -0.04
H 2.043437 -1.849113 1.224961 -0.6 0.3 0.4 0.08
H 2.941539 -1.364251 0.228122 0.3 0.7 -0.5 0.09
O -3.618816 0.972801 0.695647 -0.9 0.5 0.6 -0.03
H -3.436448 0.047091 0.799400 0.6 -0.9 -0.3 0.06
H -4.367962 1.071510 1.302052 0.1 0.4 -0.2 0.07
O -0.301253 -0.266910 0.119989 0.8 -0.1 0.5 -0.07
H -0.606656 0.640348 0.246117 -0.4 0.1 -0.3 0.00
H 0.636525 -0.175872 0.382181 -0.2 -0.3 -0.3 0.02
```
Positions in Å, forces in eV/Å.

## Properties
Charge: 0
Energy above the lowest of the compared OMol25 structures with the same formula, charge and spin in kcal/mol: 65.38
2S+1: 1
Electronic energy in a.u.: -764.37772
SMILES string: O.O.O.O.O.O.O.O.O.O

Entry 4:
Formula: H20O10
Source: the Open Molecules 2025 dataset
Level of theory: ωB97M-V with the def2-TZVPD basis set

The geometry in XYZ format:
```
30
Properties=species:S:1:pos:R:3:forces:R:3:lowdin_charge:R:1
O 21.011583 6.185121 44.760091 -9.6 3.6 0.1 0.07
H 21.792729 5.913663 44.763509 12.0 -2.3 1.5 -0.11
H 20.780356 5.471898 44.202908 -2.5 -1.3 -1.5 0.00
O 22.494807 8.607540 42.523162 -5.4 0.8 3.8 -0.05
H 21.633078 8.041880 42.750894 2.8 2.0 -0.6 0.09
H 22.945073 8.096210 41.952073 2.5 -2.8 -3.2 -0.06
O 22.225296 8.583204 46.130556 1.3 6.0 0.4 -0.06
H 21.526640 8.054107 45.942755 -3.3 -3.1 -1.0 -0.09
H 21.753637 9.520654 45.964495 2.0 -3.0 0.6 0.13
O 25.082231 5.158673 43.193957 3.0 1.1 5.6 0.00
H 24.581761 5.817558 43.701919 0.5 -0.2 0.2 0.04
H 24.591183 5.099885 42.477971 -3.5 -0.9 -5.8 -0.08
O 23.416611 4.954291 46.156176 -11.7 -1.5 -6.9 0.07
H 24.124324 5.059694 46.556266 10.5 0.5 6.0 -0.07
H 22.969035 4.081604 46.127282 1.5 0.7 0.4 0.11
O 18.439540 6.470645 46.713003 -1.0 0.2 1.2 -0.01
H 19.332929 6.252296 46.567709 2.2 -0.6 0.4 -0.02
H 18.197219 6.598205 45.821520 -1.1 0.4 -1.5 -0.01
O 18.913282 8.435922 43.458928 4.1 -2.5 -1.0 -0.01
H 18.734858 7.555822 43.775393 -1.2 0.6 0.3 0.02
H 18.434931 9.203233 43.440602 -2.8 1.9 0.6 -0.01
O 19.799122 4.466412 42.746450 -0.5 -1.4 0.0 -0.06
H 19.352540 3.575022 42.675280 0.7 1.6 0.0 0.09
H 19.858039 4.821705 41.851158 -0.1 -0.2 0.0 0.06
O 22.754436 3.593585 41.598088 3.4 -2.8 -2.4 -0.06
H 22.154931 3.717892 42.277759 -1.9 -0.1 2.3 -0.05
H 23.200108 2.655217 41.679592 -1.6 3.0 0.1 0.12
O 21.704319 5.376607 48.241834 -1.9 2.6 2.0 -0.07
H 22.277967 5.248556 47.520988 1.2 0.1 -1.5 -0.07
H 21.580462 6.385582 48.305669 0.4 -2.4 -0.2 0.09
```
Positions in Å, forces in eV/Å.

## Properties
Charge: 0
Energy above the lowest of the compared OMol25 structures with the same formula, charge and spin in kcal/mol: 153.11
2S+1: 1
Electronic energy in a.u.: -764.23793
SMILES string: O.O.O.O.O.O.O.O.O.O

What did the fourth record say?
Formula: H20O10
Source: the Open Molecules 2025 dataset
Level of theory: ωB97M-V with the def2-TZVPD basis set

The geometry in XYZ format:
```
30
Properties=species:S:1:pos:R:3:forces:R:3:lowdin_charge:R:1
O 21.011583 6.185121 44.760091 -9.6 3.6 0.1 0.07
H 21.792729 5.913663 44.763509 12.0 -2.3 1.5 -0.11
H 20.780356 5.471898 44.202908 -2.5 -1.3 -1.5 0.00
O 22.494807 8.607540 42.523162 -5.4 0.8 3.8 -0.05
H 21.633078 8.041880 42.750894 2.8 2.0 -0.6 0.09
H 22.945073 8.096210 41.952073 2.5 -2.8 -3.2 -0.06
O 22.225296 8.583204 46.130556 1.3 6.0 0.4 -0.06
H 21.526640 8.054107 45.942755 -3.3 -3.1 -1.0 -0.09
H 21.753637 9.520654 45.964495 2.0 -3.0 0.6 0.13
O 25.082231 5.158673 43.193957 3.0 1.1 5.6 0.00
H 24.581761 5.817558 43.701919 0.5 -0.2 0.2 0.04
H 24.591183 5.099885 42.477971 -3.5 -0.9 -5.8 -0.08
O 23.416611 4.954291 46.156176 -11.7 -1.5 -6.9 0.07
H 24.124324 5.059694 46.556266 10.5 0.5 6.0 -0.07
H 22.969035 4.081604 46.127282 1.5 0.7 0.4 0.11
O 18.439540 6.470645 46.713003 -1.0 0.2 1.2 -0.01
H 19.332929 6.252296 46.567709 2.2 -0.6 0.4 -0.02
H 18.197219 6.598205 45.821520 -1.1 0.4 -1.5 -0.01
O 18.913282 8.435922 43.458928 4.1 -2.5 -1.0 -0.01
H 18.734858 7.555822 43.775393 -1.2 0.6 0.3 0.02
H 18.434931 9.203233 43.440602 -2.8 1.9 0.6 -0.01
O 19.799122 4.466412 42.746450 -0.5 -1.4 0.0 -0.06
H 19.352540 3.575022 42.675280 0.7 1.6 0.0 0.09
H 19.858039 4.821705 41.851158 -0.1 -0.2 0.0 0.06
O 22.754436 3.593585 41.598088 3.4 -2.8 -2.4 -0.06
H 22.154931 3.717892 42.277759 -1.9 -0.1 2.3 -0.05
H 23.200108 2.655217 41.679592 -1.6 3.0 0.1 0.12
O 21.704319 5.376607 48.241834 -1.9 2.6 2.0 -0.07
H 22.277967 5.248556 47.520988 1.2 0.1 -1.5 -0.07
H 21.580462 6.385582 48.305669 0.4 -2.4 -0.2 0.09
```
Positions in Å, forces in eV/Å.

## Properties
Charge: 0
Energy above the lowest of the compared OMol25 structures with the same formula, charge and spin in kcal/mol: 153.11
2S+1: 1
Electronic energy in a.u.: -764.23793
SMILES string: O.O.O.O.O.O.O.O.O.O